Here is an isolated molecule of C6H8F3N3 in a non-equilibrium geometry from the Open Molecules 2025 dataset. Energies are from ωB97M-V with the def2-TZVPD basis set.

As for the energy above the lowest of the compared OMol25 structures with the same formula, charge and spin: 87.4 kJ/mol. The calculation puts the max |F| at 3.26 eV Å⁻¹. Its SMILES is [H]/N=C1/CCC=N[C@]1(N)C(F)(F)F. The electronic energy is -18973.56136 eV. As for the gap between HOMO and LUMO: 10.467 eV. For the HOMO energy, the calculation gives -9.8090 eV. Its total charge is 0. The molecular weight comes out at 179.1 g/mol.

```
20
C6H8F3N3 (ωB97M-V with the def2-TZVPD basis set)
H 1.21144 -0.49463 2.31074
N 1.71771 -0.43826 1.48946
C 0.88574 0.07795 0.67403
C 1.11643 0.13516 -0.85641
C -0.07334 -0.43684 -1.60590
C -1.34046 0.19604 -1.12819
N -1.55093 0.78239 -0.00840
C -0.51697 0.71479 1.05685
N -0.99155 -0.05246 2.28982
C -0.14686 2.08714 1.61530
F 0.39605 2.90690 0.63065
F -1.24792 2.71282 2.18393
F 0.73440 2.03900 2.63173
H 1.11919 1.17530 -0.98157
H 2.04207 -0.35436 -1.25235
H -0.04799 -1.51827 -1.73426
H -0.03883 -0.23046 -2.67591
H -2.13821 0.27118 -1.83974
H -1.78484 0.43670 2.62899
H -1.21132 -0.91640 1.81064
```